[1]
{"formula": "C10H18AlBeBrCl5K2O18PS", "method": "ωB97M-V/def2-TZVPD", "elements": ["O", "C", "O", "C", "C", "C", "Br", "H", "H", "H", "H", "H", "H", "Al", "C", "Cl", "Cl", "Cl", "Cl", "O", "S", "O", "O", "O", "K", "O", "Cl", "O", "O", "O", "C", "C", "O", "C", "O", "O", "C", "H", "H", "H", "H", "H", "H", "H", "H", "C", "O", "H", "H", "H", "H", "K", "O", "P", "O", "O", "O", "Be"], "positions_angstrom": [[-0.99318, 1.23203, -2.72045], [-0.11187, 1.97947, -2.34706], [0.94974, 1.60723, -1.67606], [1.38027, 2.61400, -0.67542], [2.11274, 3.76996, -1.33287], [1.89860, 5.12969, -0.67839], [-0.07340, 5.54040, -0.55913], [-0.18854, 3.06690, -2.55852], [0.47883, 2.93018, -0.14624], [2.04175, 2.06499, -0.00770], [1.92823, 3.80503, -2.41873], [3.18014, 3.56098, -1.24116], [2.20900, 5.03015, 0.36486], [3.49826, 6.44337, -1.28032], [0.54195, -1.84373, -0.24009], [0.97482, -0.68507, 1.01728], [-1.12885, -1.47040, -0.81702], [1.65628, -1.73814, -1.58179], [0.51797, -3.46960, 0.41838], [5.82234, 2.89311, 1.18002], [5.08523, 4.13192, 1.57515], [6.03253, 5.24054, 1.53136], [4.46424, 3.98133, 2.86946], [4.04832, 4.29265, 0.49646], [-2.20095, 0.94826, -0.49272], [9.43459, 2.95641, 4.11072], [8.37840, 2.22496, 3.47581], [7.44747, 3.22563, 2.90700], [7.68204, 1.40184, 4.41443], [8.87770, 1.44185, 2.38022], [-7.35627, -5.05165, 1.11271], [-6.97733, -4.11888, -0.01612], [-5.60824, -3.67692, 0.07748], [-4.69092, -4.58037, -0.26507], [-4.89993, -5.69676, -0.66387], [-3.48482, -4.03393, -0.09041], [-2.38547, -4.92094, -0.34239], [-7.15827, -4.58227, 2.07702], [-8.41567, -5.30008, 1.05298], [-6.78288, -5.97633, 1.07075], [-7.57168, -3.20855, 0.03388], [-7.14904, -4.57406, -0.99154], [-2.45509, -5.35493, -1.33789], [-2.35565, -5.71194, 0.40582], [-1.49277, -4.30669, -0.26177], [-5.44050, -8.91462, -2.54293], [-6.47142, -9.10333, -1.58365], [-5.32463, -9.84464, -3.09457], [-5.70127, -8.11621, -3.24316], [-4.49587, -8.66874, -2.05107], [-6.56666, -8.27707, -1.10026], [0.05978, 5.85871, -3.29558], [3.80328, 9.70970, 2.31524], [4.18395, 8.25449, 2.09160], [4.13131, 7.64655, 3.48660], [5.61286, 8.28260, 1.55944], [3.25173, 7.51842, 1.14038], [5.79683, 4.44249, -1.51116]], "orbital_gap_ev": 3.176, "lumo_ev": -3.796, "molar_mass_g_mol": 860.64}


[2]
{"formula": "C5H7NO", "method": "ωB97M-V/def2-TZVPD", "elements": ["C", "C", "C", "N", "C", "C", "O", "H", "H", "H", "H", "H", "H", "H"], "positions_angstrom": [[-0.96683, -0.79179, 0.75799], [-0.56030, 0.50716, 0.03346], [-1.54376, 0.82493, -1.01419], [-2.31654, 1.03500, -1.84923], [0.85860, 0.46839, -0.60617], [1.83982, -0.28976, 0.25818], [2.07771, -1.46043, 0.09614], [-2.03686, -0.80041, 0.98816], [-0.41962, -0.88491, 1.70121], [-0.73782, -1.66997, 0.14797], [-0.57301, 1.33546, 0.74915], [0.82115, -0.04202, -1.57151], [1.22003, 1.49247, -0.76343], [2.33741, 0.27589, 1.07227]], "orbital_gap_ev": 10.912, "lumo_ev": 0.520, "smiles": "C[C@H](C#N)CC=O", "molar_mass_g_mol": 97.12}


[3]
{"formula": "C12H15O9S", "method": "ωB97M-V/def2-TZVPD", "elements": ["C", "C", "O", "C", "O", "C", "C", "C", "S", "O", "O", "O", "H", "H", "H", "H", "H", "H", "H", "H", "H", "H", "H", "C", "C", "C", "O", "C", "C", "C", "O", "O", "O", "H", "H", "H", "H"], "positions_angstrom": [[2.33804, 2.39381, 1.74334], [2.03142, 3.42124, 0.65571], [0.63162, 3.70785, 0.49242], [0.04679, 4.23873, 1.60881], [0.43278, 5.30508, 2.04530], [-1.05128, 3.46766, 2.30799], [-2.02088, 2.70806, 1.40078], [-1.42134, 1.49692, 0.68547], [-1.07431, 0.11906, 1.77348], [-2.28543, -0.31069, 2.44585], [-0.00419, 0.50790, 2.68134], [-0.59515, -0.90888, 0.87274], [1.72227, 2.49021, 2.63431], [3.37190, 2.56048, 2.05527], [2.22630, 1.37992, 1.37041], [2.35016, 2.99714, -0.29275], [2.55181, 4.36118, 0.84313], [-0.59261, 2.83270, 3.06723], [-1.62663, 4.22308, 2.84354], [-2.48611, 3.35340, 0.65268], [-2.83625, 2.33154, 2.02274], [-2.15553, 1.14131, -0.03885], [-0.51625, 1.69922, 0.12237], [0.46670, -5.06509, -3.28477], [1.39830, -4.44614, -2.55221], [1.05718, -3.30665, -1.63220], [1.96148, -2.81212, -0.99011], [-0.32978, -2.86218, -1.57020], [-1.25817, -3.48329, -2.30877], [-0.92203, -4.63498, -3.20503], [-1.81776, -5.16904, -3.83881], [-2.54464, -3.12082, -2.29776], [2.68414, -4.79149, -2.58321], [0.70062, -5.88637, -3.94779], [-0.56626, -2.02659, -0.91254], [-2.99378, -3.72830, -2.91104], [3.12687, -4.18388, -1.95886]], "orbital_gap_ev": 6.135, "charge": -1, "lumo_ev": 0.957, "molar_mass_g_mol": 335.31}


[4]
{"formula": "C3H7NO2", "method": "ωB97M-V/def2-TZVPD", "elements": ["C", "N", "C", "O", "C", "O", "H", "H", "H", "H", "H", "H", "H"], "positions_angstrom": [[-0.72333, -1.94052, 0.05303], [-0.41252, -0.55219, 0.28447], [0.64243, -0.04691, -0.26351], [1.55202, -0.41374, -1.03659], [0.91755, 1.42061, 0.00186], [0.38948, 2.38849, -0.68751], [-1.74601, -2.03897, -0.32652], [-0.02630, -2.37529, -0.67499], [-0.65610, -2.50785, 0.98904], [-0.64257, 0.63656, 1.16924], [1.91954, 1.67458, 0.34686], [-0.33512, 1.42597, 1.39109], [-0.53863, 2.17026, -0.88887]], "orbital_gap_ev": 8.635, "lumo_ev": -0.457, "molar_mass_g_mol": 89.09}


[5]
{"formula": "C3H2N2O3", "method": "ωB97M-V/def2-TZVPD", "elements": ["O", "C", "N", "N", "O", "C", "C", "O", "H", "H"], "positions_angstrom": [[-1.61463, 1.71092, 0.02208], [-1.36070, 0.54640, -0.00616], [-2.35667, -0.51531, -0.01277], [-1.80896, -1.60618, -0.01577], [-0.38791, -1.51425, 0.03409], [-0.09633, -0.18478, -0.00320], [1.13132, 0.35257, -0.02246], [2.24298, -0.39947, -0.00297], [1.21016, 1.45169, -0.05162], [3.04072, 0.15841, 0.05878]], "orbital_gap_ev": 8.687, "lumo_ev": -0.937, "smiles": "O=C1N=NO/C1=C\\O", "molar_mass_g_mol": 114.06}


[6]
{"formula": "C19H27CuNO", "method": "ωB97M-V/def2-TZVPD", "elements": ["C", "C", "C", "C", "C", "Cu", "N", "C", "C", "H", "H", "H", "H", "H", "H", "H", "H", "H", "H", "C", "C", "C", "C", "C", "C", "C", "C", "C", "C", "C", "C", "O", "H", "H", "H", "H", "H", "H", "H", "H", "H", "H", "H", "H", "H", "H", "H", "H", "H"], "positions_angstrom": [[-0.46029, 0.86016, -4.07727], [0.93702, 0.81069, -3.75119], [1.14627, 1.65021, -2.59076], [-0.11409, 2.23601, -2.26058], [-1.09721, 1.74239, -3.16050], [0.34682, -0.28718, -2.00976], [-1.15940, -1.34086, -1.54257], [-0.16169, -2.14179, -2.57168], [1.28079, -1.88573, -2.59859], [2.11338, 1.88353, -2.15035], [1.72064, 0.30280, -4.30698], [-0.26745, 3.00262, -1.50551], [-2.14321, 2.04150, -3.18182], [-0.92321, 0.36519, -4.92904], [1.73799, -1.77554, -3.58374], [-0.20355, -3.16352, -2.13402], [-1.91704, -1.06986, -2.18835], [1.86270, -2.34258, -1.79708], [-0.59643, -2.22105, -3.58626], [-1.77232, 2.39703, 0.64299], [-0.37044, 2.60813, 1.22239], [-0.33060, 3.89071, 2.04996], [0.07122, 1.37295, 1.98195], [0.19301, 1.32178, 3.35691], [0.41429, 0.10063, 4.00593], [0.45065, -1.08445, 3.26922], [0.36483, -1.07723, 1.88589], [0.33142, -2.39209, 1.11871], [1.62510, -3.17743, 1.31255], [-0.88569, -3.23565, 1.50447], [0.39432, 0.19306, 1.19630], [0.79152, 0.31873, -0.01083], [-2.50144, 2.33048, 1.46237], [-1.82405, 1.47152, 0.05816], [-2.05323, 3.23630, -0.00284], [0.33335, 2.72028, 0.38593], [-1.09094, 3.86850, 2.84013], [0.65577, 4.03132, 2.50369], [-0.53347, 4.75080, 1.40213], [0.08766, 2.23939, 3.94011], [0.51836, 0.07154, 5.08899], [0.54101, -2.04753, 3.78062], [0.21588, -2.14276, 0.05605], [1.74460, -3.44738, 2.37015], [1.61134, -4.09564, 0.71430], [2.48274, -2.56665, 1.00758], [-1.80123, -2.69543, 1.23876], [-0.87522, -4.18704, 0.96109], [-0.89044, -3.44086, 2.58241]], "orbital_gap_ev": [4.956, 4.872], "charge": -2, "multiplicity": 2, "lumo_ev": [5.452, 5.451], "s2": 0.757, "molar_mass_g_mol": 348.98}


[7]
{"formula": "C3H13N3", "method": "ωB97M-V/def2-TZVPD", "elements": ["C", "N", "C", "H", "H", "H", "H", "H", "H", "H", "N", "C", "N", "H", "H", "H", "H", "H", "H"], "positions_angstrom": [[-1.15398, 0.31062, -1.24524], [-1.07908, 0.18823, 0.29691], [-2.31095, -0.51198, 0.90325], [-2.04525, 0.88368, -1.48889], [-1.17769, -0.64840, -1.68607], [-0.22891, 0.87249, -1.55445], [-0.33306, -0.56198, 0.29149], [-2.18966, -1.58493, 0.90654], [-2.46564, -0.18677, 1.98863], [-3.24493, -0.17925, 0.35156], [1.71885, 0.72549, 1.30704], [2.10579, 0.53824, -0.09317], [1.46789, -0.67014, -0.63912], [1.96391, -0.01313, 1.95165], [0.75191, 0.93339, 1.45702], [3.19472, 0.74039, -0.17738], [1.56816, 1.35719, -0.70472], [1.81293, -1.50336, -0.22787], [1.64499, -0.68976, -1.63721]], "orbital_gap_ev": 9.771, "lumo_ev": 1.017, "smiles": "CNC.NCN", "molar_mass_g_mol": 91.16}


[8]
{"formula": "C3H5ClO", "method": "ωB97M-V/def2-TZVPD", "elements": ["O", "C", "C", "C", "Cl", "H", "H", "H", "H", "H"], "positions_angstrom": [[-0.07880, 0.98195, 1.58960], [-0.44132, 0.55327, 0.25224], [0.06327, -0.99648, -0.28487], [0.57338, 0.26919, -0.70599], [0.02196, 1.01546, -2.20995], [-0.22047, 0.32043, 2.26243], [-1.57472, 0.46040, 0.11250], [-0.64001, -1.54754, -0.94344], [0.70391, -1.60718, 0.24180], [1.59280, 0.55049, -0.31433]], "orbital_gap_ev": 10.274, "lumo_ev": 0.911, "smiles": "O[C@@H]1C[C@H]1Cl", "molar_mass_g_mol": 92.53}


[9]
{"formula": "C4H4N2O", "method": "ωB97M-V/def2-TZVPD", "elements": ["C", "C", "C", "C", "H", "H", "H", "H", "N", "N", "O"], "positions_angstrom": [[1.07038, 0.61578, 0.05560], [-0.02358, 0.38985, -1.11552], [-0.87141, -0.33043, -0.15498], [-0.16894, 0.15733, 0.86648], [2.03975, -0.26816, 0.00353], [1.57997, 1.59724, 0.33563], [-0.22771, 1.29752, -1.80995], [0.19865, -0.43475, -1.98875], [-1.78325, -1.17058, 0.25184], [-0.43348, -0.65747, 1.96621], [-1.38037, -1.19634, 1.58991]], "orbital_gap_ev": 10.582, "lumo_ev": 0.476, "molar_mass_g_mol": 96.09}


[10]
{"formula": "C30H52BrMgN3OP2", "method": "ωB97M-V/def2-TZVPD", "elements": ["N", "C", "C", "C", "C", "C", "C", "Mg", "P", "C", "C", "C", "C", "C", "C", "C", "Br", "H", "H", "H", "H", "H", "H", "H", "H", "H", "H", "P", "C", "C", "H", "H", "H", "H", "H", "C", "C", "H", "H", "H", "H", "H", "C", "C", "H", "H", "H", "H", "H", "C", "C", "H", "H", "H", "H", "H", "C", "C", "H", "H", "H", "H", "H", "C", "C", "H", "H", "H", "H", "H", "C", "N", "C", "C", "O", "N", "C", "C", "H", "H", "H", "H", "H", "H", "H", "H", "H", "H", "H", "H"], "positions_angstrom": [[-2.80041, -10.85131, 0.63982], [-1.50503, -10.63711, 0.90569], [-0.92691, -9.35609, 0.85458], [-1.75057, -8.24508, 0.54534], [-3.08727, -8.51786, 0.15397], [-3.57525, -9.83252, 0.26804], [-1.26208, -6.87467, 0.59684], [0.29040, 0.11466, -0.03696], [-2.37669, 4.74142, 3.87596], [-2.04499, -5.78368, 0.38349], [-1.52115, -4.42515, 0.39376], [-2.33562, -3.35805, 0.83453], [-1.82596, -2.05031, 0.87434], [-0.56542, -1.82325, 0.37183], [0.28872, -2.83728, -0.00577], [-0.19856, -4.15456, -0.02481], [-0.71044, 1.77836, 1.41896], [-0.22862, -6.72749, 0.91059], [-3.12308, -5.88012, 0.22629], [0.14399, -9.23054, 1.03976], [-3.74365, -7.74125, -0.24135], [-0.89910, -11.50616, 1.17993], [-4.63096, -10.04086, 0.06375], [-3.35292, -3.54675, 1.18235], [0.44416, -4.96523, -0.38066], [-2.43514, -1.24101, 1.28034], [1.32338, -2.64410, -0.29682], [-1.57337, 0.24701, -1.83448], [-1.25842, 3.41112, 4.52395], [-1.38383, 3.27831, 6.04032], [-0.22617, 3.64793, 4.22673], [-1.53627, 2.47860, 4.01318], [-0.58923, 2.63337, 6.42337], [-1.29871, 4.25045, 6.53576], [-2.33996, 2.82802, 6.31921], [-3.77946, 3.68983, 3.28249], [-5.00335, 4.52538, 2.91877], [-4.01298, 2.98941, 4.09791], [-3.39865, 3.11114, 2.42811], [-5.87445, 3.87284, 2.82693], [-5.22485, 5.27142, 3.68916], [-4.86892, 5.03993, 1.96424], [-1.63950, 5.18724, 2.23900], [-0.49772, 6.19085, 2.36259], [-2.46634, 5.61252, 1.64340], [-1.30751, 4.24974, 1.75733], [-0.05357, 6.35976, 1.37892], [-0.85485, 7.15303, 2.74004], [0.28290, 5.81905, 3.02999], [-1.21866, 1.60626, -3.02972], [-1.50616, 1.39394, -4.51285], [-0.15268, 1.86444, -2.89280], [-1.78504, 2.47982, -2.66540], [-0.84694, 0.64467, -4.96048], [-2.53981, 1.09719, -4.69662], [-1.34407, 2.33438, -5.04941], [-3.13261, 0.83431, -1.04992], [-4.33347, -0.10172, -1.00408], [-3.39411, 1.75467, -1.58529], [-2.83422, 1.12761, -0.03191], [-4.70949, -0.33398, -2.00714], [-4.12060, -1.04547, -0.48677], [-5.14372, 0.39921, -0.45983], [-2.10724, -1.19837, -2.83204], [-0.94905, -1.95182, -3.47665], [-2.83308, -0.81902, -3.57230], [-2.66143, -1.85485, -2.14220], [-1.12913, -3.02718, -3.40681], [-0.86225, -1.70463, -4.53650], [0.01197, -1.75300, -2.99195], [3.40824, 1.29560, 1.71883], [3.87911, 1.37437, 0.33412], [5.04070, 2.23435, 0.14924], [3.17762, 0.75735, -0.63808], [2.13935, 0.06717, -0.32246], [3.48109, 0.77355, -1.95408], [4.54236, 1.52398, -2.58919], [2.63520, -0.03729, -2.80976], [4.27330, 1.13394, 2.37204], [2.72817, 0.44862, 1.82185], [2.87138, 2.21143, 2.01008], [5.76828, 1.76415, -0.51959], [4.76574, 3.22549, -0.24209], [5.50647, 2.36657, 1.13287], [5.52082, 1.04908, -2.42497], [4.32162, 1.55551, -3.66231], [4.57555, 2.55698, -2.24166], [2.63843, -1.09214, -2.50057], [1.58524, 0.29151, -2.77604], [2.99425, 0.03852, -3.83936]], "orbital_gap_ev": [4.707, 3.487], "charge": 2, "lumo_ev": [-7.447, -8.734], "molar_mass_g_mol": 636.92}


[11]
{"formula": "C6H7LiNdO6", "method": "ωB97M-V/def2-TZVPD", "elements": ["Nd", "O", "O", "C", "C", "O", "C", "H", "H", "H", "H", "Li", "O", "O", "C", "C", "O", "C", "H", "H", "H"], "positions_angstrom": [[2.47061, 2.90949, -0.95157], [0.41257, 1.27581, -0.75039], [0.98024, -1.03350, -0.71536], [2.33251, -1.28080, -1.09539], [3.11506, -0.57467, 0.00053], [2.25417, 0.52646, 0.32705], [0.91882, 0.20520, -0.11300], [2.49298, -2.36274, -1.12309], [2.53289, -0.84649, -2.08595], [4.08094, -0.18024, -0.33115], [3.24989, -1.20398, 0.89010], [-5.83992, 0.08052, -0.70061], [-4.37585, 1.50080, -0.42750], [-2.47119, 0.94004, 0.61722], [-1.56523, 0.02150, 0.79499], [-0.16145, 0.38538, 0.91388], [-4.23311, -0.53851, 0.43610], [-3.79112, 0.56123, 0.10528], [-1.98623, -0.82736, 1.35548], [-0.05946, 1.28935, 1.53274], [-0.35710, -0.84749, 1.32062]], "orbital_gap_ev": [7.225, 7.355], "charge": 2, "multiplicity": 5, "lumo_ev": [-7.971, -7.891], "s2": 6.004, "molar_mass_g_mol": 326.30}


[12]
{"formula": "C9H14", "method": "ωB97M-V/def2-TZVPD", "elements": ["C", "C", "C", "C", "C", "C", "C", "H", "H", "H", "H", "H", "H", "H", "H", "C", "C", "H", "H", "H", "H", "H", "H"], "positions_angstrom": [[-1.99072, 0.43043, -0.77688], [-1.16521, 0.86835, 0.39169], [-0.69086, -0.38573, 1.03846], [0.01440, -0.15974, 2.16314], [0.41048, 1.14788, 2.52775], [-0.08671, 2.31457, 1.96272], [-0.90074, 2.13355, 0.83440], [-2.98251, 0.85836, -0.85187], [-2.07406, -0.62688, -0.80027], [-1.54381, 0.62036, -1.71845], [-1.02823, -1.37174, 0.46988], [0.44033, -1.04117, 2.67741], [1.31057, 1.34308, 3.23701], [0.11081, 3.35653, 2.25069], [-1.62347, 2.90348, 0.48480], [1.92810, -0.92823, -2.08041], [1.07431, -2.09931, -1.39560], [1.57408, -0.57606, -3.02305], [1.79549, -0.16918, -1.43313], [2.87855, -1.27943, -2.12878], [1.30411, -2.40319, -0.35210], [1.17106, -2.99902, -1.97013], [0.07403, -1.93691, -1.50728]], "orbital_gap_ev": 9.772, "lumo_ev": 1.004, "smiles": "Cc1ccccc1.CC", "molar_mass_g_mol": 122.21}


Question: Number 4 is which compound?
Answer: C3H7NO2